(1)
A structure of composition C24H72N14O10P4Sr at a distorted geometry. Source: the OMol25 dataset; level of theory: ωB97M-V/def2-TZVPD.

The calculation puts the energy at -3872.357296 Ha. As for the charge: 0. For the energy relative to the best compared isomer or geometry (same formula, charge and spin), the calculation gives 368.82 kcal per mole. For the HOMO energy, the calculation gives -0.2473 Ha. The gap between HOMO and LUMO comes out at 3.6 eV.

Atoms and positions in Å:
1 H -16.878 -17.301 22.643
2 C -7.738 -17.520 24.769
3 H -11.906 -11.008 36.586
4 H -18.672 -16.155 21.333
5 O -17.874 -14.943 25.340
6 H -16.972 -18.361 24.034
7 O -11.584 -11.659 26.941
8 H -9.630 -8.353 32.352
9 H -7.358 -18.469 25.147
10 N -8.856 -16.997 25.506
11 H -21.794 -14.497 30.246
12 H -12.246 -19.808 25.195
13 O -16.258 -17.436 30.292
14 H -22.679 -13.348 32.519
15 H -9.391 -14.729 24.129
16 C -9.158 -11.319 31.736
17 P -18.539 -15.394 24.156
18 N -12.017 -10.568 26.585
19 H -19.098 -10.318 29.289
20 H -12.495 -8.930 35.159
21 H -10.450 -17.334 21.508
22 H -17.223 -15.547 20.795
23 N -17.710 -14.860 22.756
24 H -18.677 -11.315 35.225
25 C -10.139 -8.891 31.552
26 H -8.230 -17.774 27.508
27 H -9.513 -8.961 30.662
28 H -21.935 -14.937 23.005
29 H -20.121 -13.378 25.776
30 C -16.996 -13.566 22.799
31 H -21.006 -9.768 33.009
32 C -10.009 -15.008 23.275
33 H -11.505 -15.934 21.633
34 H -23.041 -12.448 31.056
35 H -21.919 -9.187 31.625
36 N -21.025 -12.808 31.349
37 C -10.042 -10.161 35.007
38 H -8.030 -16.138 27.245
39 N -10.451 -18.914 24.487
40 C -20.953 -14.155 30.850
41 H -20.635 -9.692 29.286
42 H -17.887 -10.527 34.173
43 C -19.735 -9.679 29.901
44 H -20.593 -14.225 22.025
45 H -9.308 -12.370 31.983
46 H -15.969 -13.910 22.921
47 C -19.260 -17.825 25.074
48 H -10.156 -9.630 35.952
49 O -11.598 -16.775 25.702
50 C -22.330 -12.539 31.878
51 H -8.323 -11.162 32.418
52 N -11.160 -10.945 34.493
53 H -20.375 -12.637 24.150
54 H -10.921 -19.635 22.598
55 C -18.894 -10.940 34.225
56 N -18.653 -17.061 24.015
57 C -11.111 -16.789 22.182
58 C -18.083 -15.240 21.390
59 H -17.366 -12.957 23.624
60 H -9.627 -9.376 34.375
61 H -13.076 -11.069 35.259
62 H -8.831 -11.098 30.720
63 H -11.951 -17.376 22.554
64 H -19.908 -13.944 33.282
65 H -9.171 -10.816 35.005
66 H -12.991 -8.669 31.108
67 H -22.319 -11.687 32.557
68 H -17.959 -18.608 22.762
69 C -10.044 -19.516 23.236
70 C -11.170 -19.818 25.363
71 H -10.681 -20.790 25.292
72 H -9.815 -20.573 23.370
73 H -10.874 -14.358 23.145
74 O -17.354 -19.121 30.730
75 H -20.684 -14.911 31.587
76 H -20.345 -17.717 25.108
77 C -20.505 -13.526 24.767
78 Sr -14.564 -13.929 28.498
79 H -11.025 -19.471 26.387
80 H -14.266 -8.257 32.191
81 O -13.222 -10.617 26.638
82 C -12.085 -11.392 35.581
83 H -19.611 -10.131 34.361
84 H -7.005 -16.714 24.792
85 N -20.094 -14.752 24.147
86 H -20.434 -8.319 32.194
87 H -19.370 -8.661 30.036
88 H -20.174 -14.208 30.090
89 O -11.311 -9.617 26.302
90 C -20.860 -14.908 22.832
91 C -19.207 -13.350 33.868
92 H -11.803 -7.866 33.880
93 H -9.637 -16.919 27.537
94 H -19.096 -17.355 26.044
95 H -19.741 -13.194 34.805
96 N -16.478 -18.334 31.083
97 C -12.635 -8.510 34.162
98 N -10.324 -10.299 32.090
99 O -12.388 -11.997 32.294
100 P -11.683 -10.807 32.910
101 O -18.575 -12.441 30.722
102 N -19.303 -12.099 33.282
103 H -18.945 -18.867 25.032
104 N -20.093 -10.228 31.203
105 P -10.475 -17.208 24.854
106 P -19.602 -11.855 31.623
107 H -21.542 -13.515 25.104
108 H -18.236 -13.834 33.974
109 C -20.914 -9.285 32.036
110 C -17.571 -17.770 23.341
111 H -13.504 -7.852 34.136
112 H -11.055 -8.623 31.025
113 H -9.147 -19.288 22.661
114 H -20.645 -15.914 22.471
115 H -17.052 -12.897 21.940
116 H -14.259 -9.851 31.419
117 H -12.035 -12.461 35.785
118 C -8.704 -16.950 26.974
119 H -9.320 -14.870 22.442
120 H -8.115 -17.665 23.756
121 N -10.407 -16.410 23.324
122 H -18.408 -14.315 20.915
123 N -12.806 -9.501 33.077
124 C -13.633 -9.089 31.883
125 O -16.061 -18.288 32.194


(2)
A cluster of 12 separate species, C24H72O24 in total at a distorted geometry. Source: the OMol25 dataset; level of theory: ωB97M-V/def2-TZVPD.

The calculation puts the energy at -2763.104462 Ha. As for the charge: 0. For the energy relative to the best compared isomer or geometry (same formula, charge and spin), the calculation gives 78.87 kcal per mole. For the HOMO energy, the calculation gives -0.3542 Ha. The gap between HOMO and LUMO comes out at 9.7 eV. Its structure (SMILES) is OCCO.OCCO.OCCO.OCCO.OCCO.OCCO.OCCO.OCCO.OCCO.OCCO.OCCO.OCCO.

Atoms and positions in Å:
1 H -0.742 1.937 -0.217
2 H 4.770 -0.147 4.488
3 O -0.954 2.694 0.357
4 H -1.097 1.783 5.860
5 H -1.232 -1.037 -0.069
6 H 0.997 -0.547 -6.721
7 H 2.253 5.654 -2.763
8 C 5.314 -0.887 3.894
9 H -2.009 -1.217 2.097
10 H 2.304 1.949 -5.752
11 O 5.162 -2.049 4.714
12 H -3.420 -1.242 -1.179
13 H 4.788 3.119 5.119
14 H -5.277 -3.222 -0.540
15 O 3.620 0.511 -6.589
16 C -2.560 -0.651 -4.747
17 H 2.111 -0.954 -4.966
18 O 0.756 3.606 -2.504
19 H -4.075 -0.273 0.868
20 H -1.069 0.401 -3.554
21 H -2.672 3.398 1.212
22 O -0.803 0.268 2.213
23 O -3.682 -2.091 -0.792
24 C 1.981 3.618 -3.253
25 O -1.537 -4.033 -2.908
26 O 2.848 -0.076 -1.925
27 H 2.213 1.827 3.851
28 C 0.194 -0.460 1.472
29 H 5.058 -2.018 2.155
30 H 4.408 -2.071 5.301
31 O -2.923 0.230 -2.479
32 H 6.390 -0.804 3.718
33 H -3.010 2.190 0.047
34 H 0.532 0.206 5.836
35 H 3.864 -2.370 -2.185
36 C 4.584 -1.750 -1.636
37 H -5.745 -1.559 -0.915
38 O 0.555 -4.941 -1.296
39 H 2.374 2.607 -3.098
40 O -2.860 3.414 -2.038
41 O -3.108 0.448 -5.444
42 O -3.655 0.717 2.690
43 H 1.222 3.287 5.532
44 H 0.401 -1.621 -0.310
45 H -2.983 -0.553 6.281
46 H -4.916 -4.674 -2.315
47 C -0.750 -5.483 -1.108
48 C 2.796 4.718 -2.638
49 H -1.314 0.539 4.591
50 O 3.846 3.209 4.954
51 H -0.858 -5.616 -0.022
52 H -2.535 1.845 7.706
53 H 1.114 0.127 1.485
54 H 3.055 0.656 -7.361
55 O -0.278 -0.117 6.251
56 H -1.789 -1.016 -5.429
57 H 3.356 0.606 -2.375
58 H 5.028 -2.411 -0.891
59 H -0.896 -6.452 -1.595
60 H 1.862 3.738 -4.332
61 H -3.954 0.702 -5.063
62 H 1.212 -5.557 -0.964
63 O 1.640 1.422 4.519
64 H -5.331 -0.277 2.110
65 C 1.719 2.311 5.629
66 H 0.453 2.706 -2.359
67 H 2.959 -1.302 -0.292
68 C -1.727 -4.405 -1.537
69 H -3.395 1.033 5.864
70 O 0.647 -0.029 -5.987
71 H -1.508 -1.125 -2.959
72 O -2.494 -2.054 2.176
73 O 5.584 -1.080 -2.384
74 C -2.593 0.462 6.352
75 H 1.089 1.890 6.411
76 H 5.168 -0.301 1.860
77 C 1.742 0.073 -5.080
78 C -5.025 -2.347 -1.146
79 H -1.574 -3.561 -0.866
80 C -4.251 -0.324 1.950
81 H -3.305 3.995 -2.657
82 C -1.272 0.715 5.666
83 O -2.572 0.885 7.718
84 H -4.234 -1.899 3.450
85 C 4.704 -1.042 2.514
86 H 1.411 0.380 -4.084
87 H -4.616 -2.084 -3.248
88 H -2.774 1.154 -2.242
89 H 3.128 3.457 6.792
90 O 0.263 0.326 -0.795
91 H -6.245 -2.591 -2.953
92 H 3.104 4.460 -1.628
93 H 4.738 5.089 -2.862
94 C 3.639 -0.765 -0.955
95 O 3.281 -1.121 2.599
96 H -2.397 -3.674 -3.161
97 H -3.457 4.722 -0.598
98 H 1.136 0.136 -1.159
99 H 4.166 -0.015 -0.358
100 C -0.182 -0.754 0.020
101 C 3.136 2.643 6.048
102 C -2.581 4.098 -0.764
103 C 2.837 1.021 -5.514
104 O -4.737 -4.021 -3.001
105 C -3.817 -1.710 2.456
106 H 3.628 1.810 6.565
107 H -2.695 0.767 2.586
108 H 0.513 -1.372 1.986
109 H -2.767 -4.717 -1.474
110 C -2.321 3.014 0.251
111 O 3.992 4.910 -3.436
112 H 3.506 1.155 -4.658
113 H -3.242 -1.502 -4.642
114 H -0.309 1.052 2.476
115 H 5.175 -0.951 -3.251
116 H 3.081 -2.057 2.532
117 C -1.950 -0.224 -3.406
118 H -1.617 4.558 -1.005
119 C -5.217 -2.734 -2.608
120 H -4.500 -2.306 1.818


Which value of charge does entry 2 give? 0


Look up the HOMO energy of the second one. -0.3542 Ha


Which formula does entry 1 have? C24H72N14O10P4Sr


energy relative to the best compared isomer or geometry (same formula, charge and spin) of number 2 (C24H72O24)? 78.87 kcal per mole